[1]
Computed, not measured: a cluster of 2 separate species, C4H9NSSi in total, with wB97M-V/def2-TZVPD.

The calculation puts the total energy at -24494.253 eV. The value obtained for the HOMO-LUMO gap (alpha / beta) is 7.26 / 6.94 eV. The value obtained for the energy relative to the best compared isomer or geometry (same formula, charge and spin) is 80.5 kcal per mole.

The geometry in ORCA input format:
```
! wB97M-V def2-TZVPD RIJCOSX def2/J DEFGRID3
* xyz 0 1
C 2.84789 0.42435 3.62892
C -1.12993 -0.27393 -1.74067
C 0.83575 1.90389 -0.75044
C -0.62168 -1.87838 1.39182
N 3.50020 0.99162 2.88895
Si -0.64009 0.81475 -0.25326
S 0.02739 -0.35749 1.48467
H -0.24903 -0.67562 -2.24014
H -1.75642 -1.10936 -1.43934
H -1.68640 0.30906 -2.46989
H 1.70244 1.30193 -1.02177
H 0.58300 2.52810 -1.60235
H 1.13726 2.55854 0.06272
H -1.00874 -2.32836 2.28562
H -0.53666 -2.46902 0.50310
H 2.22983 -0.11029 4.30047
*
```


[2]
Computed, not measured: a cluster of 2 separate species, C4H9O in total, with wB97M-V/def2-TZVPD.

The calculation puts the total energy at -6339.261 eV. The value obtained for the HOMO-LUMO gap is 6.01 eV. The value obtained for the energy relative to the best compared isomer or geometry (same formula, charge and spin) is 34.8 kcal per mole.

The geometry in ORCA input format:
```
! wB97M-V def2-TZVPD RIJCOSX def2/J DEFGRID3
* xyz -1 1
C 0.27163 1.93162 -0.61141
O -0.58862 2.91755 -0.39657
C -0.13235 0.69676 -1.49052
C 0.06168 0.56437 0.01114
C 1.24922 -0.24566 0.47373
H 1.32689 2.22775 -0.74015
H -2.73893 -4.32421 2.49645
H -1.12708 0.76022 -1.90432
H 0.67640 0.32943 -2.11515
H -2.89011 -4.03014 1.85898
H -0.82190 0.54356 0.62831
H 2.13133 0.11048 -0.05668
H 1.40420 -0.15454 1.55315
H 1.17763 -1.32720 0.29303
*
```


[3]
Computed, not measured: the ion C4H9O2 with charge -1, with wB97M-V/def2-TZVPD.

Its SMILES is [O-]CCCCO. The calculation puts the total energy at -8388.296 eV. The value obtained for the HOMO-LUMO gap is 6.50 eV. The value obtained for the energy relative to the best compared isomer or geometry (same formula, charge and spin) is 50.6 kcal per mole.

The geometry in ORCA input format:
```
! wB97M-V def2-TZVPD RIJCOSX def2/J DEFGRID3
* xyz -1 1
C 0.68538 0.92300 0.80097
C -0.54036 0.02404 0.78997
C -1.46794 0.34408 -0.36745
O -2.20870 -0.80079 -0.82658
C 1.77691 0.36473 -0.17910
O 1.85906 -0.97204 -0.20320
H 0.45590 1.96527 0.52676
H 1.11558 0.98119 1.81056
H -1.08379 0.00568 1.73516
H -0.10856 -0.97531 0.60806
H -0.89141 0.74985 -1.20081
H -2.23758 1.07277 -0.09117
H -1.58034 -1.53509 -0.84793
H 1.56629 0.83613 -1.18730
H 2.73158 0.88191 0.12131
*
```


[4]
Computed, not measured: a cluster of 2 separate species, C4H9O2 in total, with wB97M-V/def2-TZVPD.

The calculation puts the total energy at -8389.968 eV. The value obtained for the HOMO-LUMO gap is 7.67 eV. The value obtained for the energy relative to the best compared isomer or geometry (same formula, charge and spin) is 12.1 kcal per mole.

The geometry in ORCA input format:
```
! wB97M-V def2-TZVPD RIJCOSX def2/J DEFGRID3
* xyz -1 1
C -1.57600 1.15614 -1.40428
C -1.93830 0.92276 0.13268
O -1.32706 1.61677 0.97284
O -2.85712 0.09262 0.33820
H -2.52063 1.18632 -1.94318
H -0.88739 0.34586 -1.66367
H -1.12485 2.13738 -1.27944
C 1.66609 -0.31799 1.10937
C 1.35486 -1.44965 0.09944
H 1.81636 0.62823 0.58862
H 0.83858 -0.23265 1.79968
H 2.62268 -0.59701 1.58016
H 1.48749 -2.39521 0.66292
H 2.08462 -1.70589 -0.66137
H 0.36067 -1.38768 -0.33197
*
```


[5]
Computed, not measured: an isolated molecule of C4H9O2, with wB97M-V/def2-TZVPD.

The calculation puts the total energy at -8385.972 eV. The value obtained for the HOMO-LUMO gap (alpha / beta) is 11.19 / 8.67 eV. The value obtained for the energy relative to the best compared isomer or geometry (same formula, charge and spin) is 21.6 kcal per mole.

The geometry in ORCA input format:
```
! wB97M-V def2-TZVPD RIJCOSX def2/J DEFGRID3
* xyz 0 2
C -1.48655 -1.20798 -0.16721
O -2.40906 -0.09541 -0.22480
C -0.09874 -0.74136 0.26578
C 0.45642 0.54867 -0.40453
C 1.61992 1.08557 0.40477
O 2.78786 0.43584 0.31883
H -1.85387 -1.92797 0.54864
H -1.51808 -1.55784 -1.19985
H -1.88978 0.70785 -0.34786
H 0.63019 -1.47076 -0.09716
H -0.01780 -0.74368 1.35320
H 0.83417 0.13445 -1.33968
H -0.21369 1.39026 -0.58428
H 1.39026 1.32284 1.45891
H 1.76874 2.11952 0.01526
*
```


[6]
Computed, not measured: a cluster of 2 separate species, C4H9O2 in total, with wB97M-V/def2-TZVPD.

The calculation puts the total energy at -8386.299 eV. The value obtained for the HOMO-LUMO gap (alpha / beta) is 11.24 / 7.32 eV. The value obtained for the energy relative to the best compared isomer or geometry (same formula, charge and spin) is 14.1 kcal per mole.

The geometry in ORCA input format:
```
! wB97M-V def2-TZVPD RIJCOSX def2/J DEFGRID3
* xyz 0 2
C 0.70611 1.08674 -1.61628
C 2.13739 0.64986 -1.53883
H 0.53895 2.07951 -2.06443
H -0.02788 0.42005 -2.05582
H 0.27889 1.41531 -0.65089
H 2.79260 1.44137 -1.16234
H 2.41103 0.04137 -2.40725
H 2.23238 -0.13151 -0.74439
C -1.74070 -1.66966 1.89490
C -1.40398 -0.23222 1.52449
O -1.04573 0.55278 2.53257
O -1.31598 0.13677 0.38047
H -0.96449 -2.30385 1.48111
H -2.70466 -1.92198 1.44593
H -1.89394 -1.56453 2.98075
*
```


[7]
Computed, not measured: a cluster of 2 separate species, C4H9O3 in total, with wB97M-V/def2-TZVPD.

The calculation puts the total energy at -10432.776 eV. The value obtained for the HOMO-LUMO gap is 6.86 eV. The value obtained for the energy relative to the best compared isomer or geometry (same formula, charge and spin) is 131.2 kcal per mole.

The geometry in ORCA input format:
```
! wB97M-V def2-TZVPD RIJCOSX def2/J DEFGRID3
* xyz -1 1
O -1.19318 -1.31587 1.03580
C -0.21756 -0.46164 0.62807
O 0.00153 0.55073 1.53612
C -0.68821 0.27097 -0.76448
C 0.50558 1.11778 -0.94974
C 0.89724 2.21605 -0.14602
H -0.96234 -0.54784 -1.41510
H 0.71709 -1.02172 0.44616
H -1.44839 0.98881 -0.44920
H 0.97963 1.16219 -1.93514
H 0.27973 3.09556 -0.29783
H 1.97269 2.30942 -0.26428
H 0.32838 1.28011 0.83901
H -0.81662 -2.34294 0.94251
H 0.01446 -3.65696 -0.04324
O -0.37001 -3.64466 0.83736
*
```


[8]
Computed, not measured: a cluster of 2 separate species, C4H9O3 in total, with wB97M-V/def2-TZVPD.

The calculation puts the total energy at -10432.931 eV. The value obtained for the HOMO-LUMO gap (alpha / beta) is 11.00 / 6.65 eV. The value obtained for the energy relative to the best compared isomer or geometry (same formula, charge and spin) is 31.0 kcal per mole.

The geometry in ORCA input format:
```
! wB97M-V def2-TZVPD RIJCOSX def2/J DEFGRID3
* xyz 0 2
C -0.48781 1.98860 -0.28162
C -1.67172 1.55474 -1.08012
C -0.37056 1.13340 1.04481
O 0.42578 1.45285 1.92572
O -1.02136 0.09050 1.05912
H 0.52292 2.06674 -0.88900
H -0.59842 3.00699 0.06430
H -1.90179 0.56059 -0.73330
H -1.50152 1.48014 -2.24277
H -2.48325 2.22344 -1.08779
C 1.37004 -2.68196 0.74824
O 2.29635 -2.79996 -0.39936
H 1.83774 -2.39432 -1.12506
H 0.77616 -1.81907 0.38061
H 2.02347 -2.30131 1.57183
H 0.78398 -3.56137 1.04439
*
```


[9]
Computed, not measured: a cluster of 2 separate species, C4H9O3 in total, with wB97M-V/def2-TZVPD.

The calculation puts the total energy at -10431.683 eV. The value obtained for the HOMO-LUMO gap (alpha / beta) is 10.72 / 6.72 eV. The value obtained for the energy relative to the best compared isomer or geometry (same formula, charge and spin) is 59.8 kcal per mole.

The geometry in ORCA input format:
```
! wB97M-V def2-TZVPD RIJCOSX def2/J DEFGRID3
* xyz 0 2
O 1.98649 0.14132 2.43445
C 1.09859 -0.10093 1.59467
C 1.07527 0.47573 0.31119
C 0.63756 -0.57454 -0.80020
C -0.58029 -0.24471 -1.65666
O -1.74160 -0.40973 -0.82348
H 0.36194 -0.83348 1.81536
H 2.25625 0.77273 0.13632
H 0.35635 1.34965 0.08289
H 1.49715 -0.64643 -1.37411
H 0.43593 -1.64624 -0.22510
H -0.51359 0.74720 -1.98227
H -0.63312 -0.91664 -2.53175
H -2.46974 0.37267 1.63791
H -1.78504 0.45251 0.19511
O -1.98214 1.06087 1.18569
*
```


[10]
Computed, not measured: an isolated molecule of C4H9O3P, with wB97M-V/def2-TZVPD.

The calculation puts the total energy at -19723.622 eV. The value obtained for the HOMO-LUMO gap is 9.39 eV. The value obtained for the energy relative to the best compared isomer or geometry (same formula, charge and spin) is 58.6 kcal per mole.

The geometry in ORCA input format:
```
! wB97M-V def2-TZVPD RIJCOSX def2/J DEFGRID3
* xyz 0 1
C -3.10932 0.33249 0.72824
C 1.61233 0.61024 0.01918
C 0.39380 0.82097 -1.05435
C 1.36408 -0.74814 0.72073
O -0.80485 0.86310 -0.31877
O 1.86347 -1.70875 -0.09859
O -1.30968 -1.53632 -0.76123
P -1.74162 -0.31917 -0.04828
H -3.70535 -0.27205 1.40385
H -2.94781 1.43236 0.88466
H 2.57392 0.59217 -0.43672
H 1.62745 1.37407 0.78612
H 0.46288 1.81467 -1.58428
H 0.33631 -0.02697 -1.84517
H 1.83283 -0.79630 1.65413
H 0.18344 -0.84829 0.90625
H 1.36810 -1.58406 -0.95577
*
```


> The lowest energy relative to the best compared isomer or geometry (same formula, charge and spin) belongs to which entry?

number 4